Computed, not measured: a cluster of 5 separate species, C5H19O5 in total, with wB97M-V/def2-TZVPD.

Results
Total charge   -1
HOMO   -2.05 eV
Kohn-Sham gap   0.187 Eh
M   159.2 g mol⁻¹
ΔE to the lowest compared entry with this formula, charge and spin   3.620 eV

Each line ends with the natural charge from an NBO analysis.
CARTESIAN COORDINATES (ANGSTROEM)
O: 0.66256 -1.53209 -0.37377  -0.97
O: -0.61504 -0.70002 -2.81847  -0.68
O: 3.19921 -0.59195 1.13350  -0.70
O: -1.33137 -3.97226 1.39421  -0.77
O: -0.42991 3.70776 -1.13774  -0.74
C: 0.02656 -0.36525 0.14531  -0.24
C: -1.20944 0.57038 -2.51526  -0.25
C: 2.38863 0.34748 1.85040  -0.28
C: -1.50283 -2.57097 1.80446  -0.25
C: -0.25383 2.45752 -0.63719  -0.26
H: -2.13848 0.83185 -3.02183  0.14
H: -2.39526 -2.47321 2.42259  0.14
H: 1.41131 0.56138 1.41773  0.22
H: 0.38994 4.04415 -1.50691  0.46
H: -1.60051 -1.89730 0.95315  0.21
H: -1.02280 -0.45240 -0.13636  0.09
H: -1.46765 0.54965 -1.45649  0.19
H: 0.15310 1.93048 -1.50018  0.18
H: -0.51170 1.38007 -2.72897  0.14
H: -0.71915 -2.28493 2.50598  0.16
H: 2.91402 1.18200 2.31478  0.14
H: 2.03408 -0.26493 2.67946  0.15
H: 0.13425 -0.32724 1.22931  0.09
H: -1.19059 2.01579 -0.29739  0.18
H: 0.38730 2.39646 0.24219  0.16
H: 0.23278 0.63526 -0.23488  0.11
H: -0.70676 -3.90591 0.66822  0.49
H: -0.95927 -0.89225 -3.69376  0.44
H: 4.12086 -0.37953 1.29789  0.44

Forces on the atoms, in the same order (eV/Å):
-0.5 2.0 1.0
-1.1 0.8 -0.7
0.2 0.9 -0.5
-0.5 1.4 0.5
-1.1 3.5 -0.4
0.5 -3.3 -1.4
-0.1 -0.6 0.1
-0.2 -1.6 1.5
-0.3 -1.1 0.3
1.1 -1.2 0.3
-0.2 -0.5 -0.6
-0.5 -0.5 -0.2
1.2 0.6 -0.8
0.0 -0.2 0.1
0.4 -0.3 0.2
-1.0 0.1 0.6
0.2 0.1 -0.5
0.4 -0.5 1.5
-0.2 -0.3 -0.4
0.5 0.2 -0.5
0.2 0.3 -0.5
-0.1 0.2 0.8
-0.8 0.1 0.5
-0.1 0.3 -0.4
0.4 0.4 0.0
1.1 -0.7 -0.1
0.3 0.1 -0.2
0.2 -0.4 -0.2
0.0 0.1 0.0